Entry 1:
Entry from the Open Molecules 2025 dataset: a 2-piece molecular cluster, C5H5N overall (ωB97M-V/def2-TZVPD).

HOMO (spin up / spin down): -9.3 / -9.3 eV
E_tot: -6750.302 eV
Relative energy (zero: lowest compared OMol25 entry of this formula, charge and spin): 540.85 kJ/mol
Orbital gap (spin up / spin down): 6.86 / 6.87 eV

Geometry as ORCA input:
```
! wB97M-V def2-TZVPD RIJCOSX def2/J DEFGRID3
* xyz 0 1
C 0.537 1.517 0.572
C -0.265 -1.208 0.517
C -1.079 -1.039 -0.560
C -1.930 -0.939 -1.432
C 1.076 -1.570 0.381
N 2.187 -1.919 0.402
H -0.241 2.249 0.348
H 1.292 1.927 1.245
H 1.011 1.177 -0.353
H 0.061 0.678 1.096
H -2.650 -0.873 -2.218
*
```



Entry 2:
Entry from the Open Molecules 2025 dataset: C2H5IN2 as an isolated structure at a distorted geometry (ωB97M-V/def2-TZVPD).

HOMO: -9.5 eV
E_tot: -13233.768 eV
Relative energy (zero: lowest compared OMol25 entry of this formula, charge and spin): 65.98 kJ/mol
Orbital gap: 9.38 eV

Geometry as ORCA input:
```
! wB97M-V def2-TZVPD RIJCOSX def2/J DEFGRID3
* xyz 0 1
C 0.103 0.878 -0.209
C -0.757 -0.190 0.361
N -0.026 -2.363 0.133
N -0.499 -1.340 -0.420
I -2.902 0.033 -0.001
H 0.135 0.926 -1.287
H -0.329 1.981 0.038
H 1.098 0.727 0.003
H -0.786 -0.251 1.397
H 0.175 -3.076 -0.560
*
```



Entry 3:
Entry from the Open Molecules 2025 dataset: one molecule with the formula C16H25NO (ωB97M-V/def2-TZVPD).

HOMO: -7.9 eV
SMILES string: COc1ccc(CN2CCCCCC2)c(C)c1C
E_tot: -20534.963 eV
Relative energy (zero: lowest compared OMol25 entry of this formula, charge and spin): 153.46 kJ/mol
Orbital gap: 8.85 eV

Geometry as ORCA input:
```
! wB97M-V def2-TZVPD RIJCOSX def2/J DEFGRID3
* xyz 0 1
C -5.209 -1.990 0.460
O -4.720 -0.676 0.388
C -3.413 -0.483 0.018
C -2.542 -1.516 -0.295
C -1.237 -1.228 -0.644
C -0.775 0.076 -0.694
C 0.669 0.314 -1.074
N 1.515 -0.768 -0.604
C 2.736 -0.972 -1.343
C 3.924 -0.052 -1.011
C 4.598 -0.427 0.309
C 3.944 0.167 1.563
C 2.424 0.340 1.491
C 1.660 -0.824 0.836
C -1.657 1.124 -0.414
C -1.182 2.548 -0.517
C -2.971 0.847 -0.040
C -3.939 1.943 0.311
H -6.248 -1.900 0.774
H -4.661 -2.586 1.198
H -5.170 -2.491 -0.513
H -2.864 -2.544 -0.269
H -0.551 -2.029 -0.876
H 0.997 1.297 -0.709
H 0.738 0.336 -2.168
H 3.051 -2.009 -1.171
H 2.496 -0.877 -2.406
H 4.655 -0.157 -1.817
H 3.602 0.990 -0.996
H 4.608 -1.517 0.385
H 5.641 -0.102 0.287
H 4.190 -0.477 2.411
H 4.382 1.147 1.767
H 2.051 0.472 2.510
H 2.190 1.259 0.953
H 2.150 -1.770 1.083
H 0.647 -0.853 1.249
H -0.623 2.695 -1.439
H -0.529 2.793 0.321
H -2.012 3.246 -0.513
H -4.867 1.509 0.668
H -4.163 2.558 -0.561
H -3.532 2.584 1.091
*
```



Entry 4:
Entry from the Open Molecules 2025 dataset: one molecule with the formula C7H10S at a distorted geometry (ωB97M-V/def2-TZVPD).

HOMO: -8.5 eV
SMILES string: C=C/C=C(/C)C(C)=S
E_tot: -18252.183 eV
Relative energy (zero: lowest compared OMol25 entry of this formula, charge and spin): 389.09 kJ/mol
Orbital gap: 8.19 eV

Geometry as ORCA input:
```
! wB97M-V def2-TZVPD RIJCOSX def2/J DEFGRID3
* xyz 0 1
C -1.065 1.930 -0.759
C -1.633 0.764 -0.223
C -1.065 -0.509 -0.387
C 0.191 -0.835 -0.269
C 0.759 -2.170 -0.853
C 1.207 0.306 0.319
C 0.759 0.637 1.702
S 2.679 0.491 -0.404
H -0.142 1.786 -1.200
H -1.686 2.812 -0.601
H -2.634 0.761 0.235
H -1.983 -1.097 -0.939
H 1.580 -2.099 -1.661
H 1.245 -2.526 -0.068
H -0.178 -2.630 -1.167
H 1.157 -0.082 2.485
H -0.228 0.675 1.656
H 1.038 1.787 2.131
*
```



Entry 5:
Entry from the Open Molecules 2025 dataset: one molecule with the formula C5H9N3O at a distorted geometry (ωB97M-V/def2-TZVPD).

HOMO: -6.8 eV
E_tot: -11844.570 eV
Relative energy (zero: lowest compared OMol25 entry of this formula, charge and spin): 466.81 kJ/mol
Orbital gap: 7.33 eV

Geometry as ORCA input:
```
! wB97M-V def2-TZVPD RIJCOSX def2/J DEFGRID3
* xyz 0 1
C 1.691 -0.409 1.144
C 0.656 0.892 -0.815
C -1.752 0.709 -0.205
C 0.509 -0.451 0.198
N -0.909 0.155 0.914
C 0.212 -1.624 -0.465
O -1.007 1.218 -1.136
N 1.507 1.313 -1.576
N -2.980 0.429 -0.123
H -0.610 0.921 1.514
H -1.447 -0.545 1.421
H 1.302 1.921 -2.357
H -3.485 0.723 -0.953
H 1.717 0.523 1.713
H 1.662 -1.246 1.841
H 2.617 -0.473 0.575
H -0.666 -1.688 -1.095
H 0.983 -2.368 -0.594
*
```



Entry 6:
Entry from the Open Molecules 2025 dataset: C45H58N9P3SeTa as an isolated structure at a distorted geometry (ωB97M-V/def2-TZVPD).

HOMO (spin up / spin down): -15.0 / -15.0 eV
E_tot: -155759.578 eV
Relative energy (zero: lowest compared OMol25 entry of this formula, charge and spin): 169.77 kJ/mol
Orbital gap (spin up / spin down): 5.22 / 5.20 eV

Geometry as ORCA input:
```
! wB97M-V def2-TZVPD RIJCOSX def2/J DEFGRID3
* xyz 3 1
Ta 0.153 0.373 -0.260
C 2.482 2.830 1.784
C 3.234 2.795 0.455
C 4.733 2.861 0.747
P 2.698 1.304 -0.540
C 3.252 1.557 -2.319
C 3.678 0.254 -2.997
C 4.333 2.621 -2.508
C 3.455 -0.110 0.285
C 4.828 -0.330 0.234
C 5.451 -1.269 1.049
C 6.914 -1.560 0.944
C 4.657 -1.896 2.010
C 3.291 -1.704 2.060
C 2.639 -0.877 1.138
N 1.229 -0.780 1.048
C 0.422 -1.834 1.595
C 0.799 -3.175 1.517
C 0.022 -4.160 2.103
C -1.155 -3.850 2.781
C -1.961 -4.911 3.468
C -1.572 -2.517 2.789
C -0.826 -1.521 2.176
P -1.196 0.264 2.141
C -0.588 0.782 3.843
C -1.248 0.022 4.991
C 0.929 0.611 3.935
C -2.997 0.793 2.084
C -4.026 -0.041 2.851
C -3.490 1.010 0.649
H 2.660 3.788 2.273
H 2.864 2.052 2.445
H 1.405 2.711 1.657
H 2.933 3.649 -0.158
H 5.080 1.963 1.256
H 4.900 3.702 1.423
H 5.345 3.030 -0.133
H 2.334 1.928 -2.790
H 4.668 -0.048 -2.660
H 3.735 0.420 -4.073
H 2.994 -0.567 -2.815
H 5.295 2.285 -2.126
H 4.080 3.578 -2.054
H 4.452 2.790 -3.579
H 5.433 0.244 -0.457
H 7.382 -0.992 0.143
H 7.079 -2.621 0.756
H 7.422 -1.323 1.881
H 5.122 -2.553 2.735
H 2.721 -2.208 2.827
H 1.709 -3.444 0.999
H 0.351 -5.189 2.038
H -1.436 -5.862 3.467
H -2.928 -5.055 2.979
H -2.166 -4.630 4.503
H -2.504 -2.270 3.281
H -0.844 1.843 3.930
H -1.045 -1.045 4.933
H -2.320 0.180 5.059
H -0.808 0.387 5.920
H 1.195 -0.447 3.955
H 1.285 1.057 4.864
H 1.451 1.089 3.111
H -2.917 1.779 2.558
H -3.997 -1.092 2.566
H -5.022 0.336 2.618
H -3.911 0.038 3.928
H -3.681 0.062 0.149
H -2.799 1.592 0.040
H -4.434 1.557 0.675
Se -2.873 6.394 -4.773
N -2.534 6.236 -3.061
C -1.955 5.074 -2.877
C -1.535 4.569 -1.592
C -1.687 5.303 -0.411
C -1.303 4.734 0.783
C -0.774 3.452 0.768
N -0.600 2.741 -0.347
C -0.976 3.283 -1.526
C -0.806 2.477 -2.719
N -0.291 1.235 -2.572
C -0.072 0.505 -3.666
C -0.356 0.951 -4.952
C -0.925 2.193 -5.114
C -1.162 2.976 -3.978
C -1.768 4.284 -4.058
N -2.199 4.827 -5.171
H -2.116 6.296 -0.459
H -1.404 5.256 1.724
H -0.485 2.978 1.698
H 0.359 -0.475 -3.520
H -0.128 0.318 -5.798
H -1.193 2.587 -6.086
N 1.398 -2.098 -2.034
C 0.924 -1.187 -1.502
C -4.752 -2.745 -1.934
N -4.166 -3.351 -0.738
C -3.378 -4.516 -1.132
N -2.324 -4.132 -2.059
C -2.905 -3.507 -3.242
N -3.726 -2.347 -2.891
C -2.942 -1.234 -2.420
P -1.979 -1.650 -0.845
C -3.469 -2.432 0.097
C -1.308 -3.330 -1.439
H -5.347 -1.874 -1.654
H -5.403 -3.480 -2.405
H -4.041 -5.228 -1.621
H -2.938 -4.988 -0.252
H -3.531 -4.234 -3.757
H -2.105 -3.194 -3.915
H -3.601 -0.386 -2.217
H -2.229 -0.938 -3.194
H -4.151 -1.641 0.412
H -3.067 -2.943 0.971
H -0.908 -3.847 -0.564
H -0.491 -3.171 -2.137
*
```



Entry 7:
Entry from the Open Molecules 2025 dataset: a 2-piece molecular cluster, C9H14O overall at a distorted geometry (ωB97M-V/def2-TZVPD).

HOMO (spin up / spin down): -13.9 / -14.4 eV
E_tot: -11599.006 eV
Relative energy (zero: lowest compared OMol25 entry of this formula, charge and spin): 54.18 kJ/mol
Orbital gap (spin up / spin down): 9.96 / 6.94 eV

Geometry as ORCA input:
```
! wB97M-V def2-TZVPD RIJCOSX def2/J DEFGRID3
* xyz 1 2
C -1.549 1.692 -2.396
C -2.426 -0.355 -1.287
C -1.489 0.716 -1.317
C -2.360 -1.374 -0.392
C -0.737 0.967 -0.112
C -1.425 -1.185 0.683
C -0.662 -0.011 0.837
O -1.203 -2.180 1.530
H -3.122 -0.382 -2.122
H -3.084 -2.177 -0.338
H -0.888 1.374 -3.230
H -1.112 2.665 -2.159
H -0.221 1.903 -0.015
H -0.332 0.225 1.837
H -1.970 -2.777 1.497
H -2.549 1.751 -2.821
C 2.452 -0.102 0.838
C 3.792 -0.103 1.541
H 2.502 -0.648 -0.106
H 1.688 -0.575 1.451
H 2.129 0.938 0.690
H 3.781 0.362 2.537
H 4.134 -1.114 1.773
H 4.650 0.388 1.082
*
```



Entry 8:
Entry from the Open Molecules 2025 dataset: a 5-piece molecular cluster, C3H16O4 overall at a distorted geometry (ωB97M-V/def2-TZVPD).

HOMO (spin up / spin down): 0.9 / -7.5 eV
E_tot: -11559.269 eV
Relative energy (zero: lowest compared OMol25 entry of this formula, charge and spin): 41.75 kJ/mol
Orbital gap (spin up / spin down): 2.54 / 10.80 eV

Geometry as ORCA input:
```
! wB97M-V def2-TZVPD RIJCOSX def2/J DEFGRID3
* xyz -1 2
C 0.391 0.167 -2.350
C 0.684 0.012 -0.862
C -0.471 0.476 -0.018
H -0.470 -0.464 -2.592
H 1.215 -0.037 -3.036
H 0.048 1.185 -2.563
H 1.655 0.489 -0.705
H 0.867 -1.049 -0.649
H -0.406 1.488 0.382
H -1.471 0.286 -0.410
H -0.531 -0.155 0.883
H -1.925 -2.409 -2.565
H -1.960 -2.366 -1.067
O -2.230 -1.839 -1.831
H -2.023 -2.842 2.432
H -1.410 -1.785 1.487
O -1.824 -2.662 1.507
H 0.854 0.896 2.897
H 1.685 0.049 1.820
O 1.710 0.546 2.651
H 2.579 3.460 -0.107
H 1.945 3.653 1.364
O 1.806 3.385 0.449
*
```



Entry 9:
Entry from the Open Molecules 2025 dataset: C23H30N3O11PTeV as an isolated structure at a distorted geometry (ωB97M-V/def2-TZVPD).

HOMO (spin up / spin down): -2.3 / -2.4 eV
E_tot: -93600.186 eV
Relative energy (zero: lowest compared OMol25 entry of this formula, charge and spin): 171.72 kJ/mol
Orbital gap (spin up / spin down): 6.41 / 6.44 eV

Geometry as ORCA input:
```
! wB97M-V def2-TZVPD RIJCOSX def2/J DEFGRID3
* xyz -2 2
V 0.331 -0.841 -0.202
O -2.442 2.692 1.231
C -1.660 2.788 0.309
O -1.551 1.907 -0.665
C -0.699 3.920 0.193
C -1.015 5.007 -0.560
C -0.060 6.048 -0.702
C 1.215 5.887 -0.205
C 1.523 4.781 0.574
C 0.569 3.770 0.932
O 0.718 2.805 1.698
N 2.912 4.652 0.990
O 3.769 5.317 0.413
O 3.151 3.920 1.902
N -0.364 7.221 -1.471
O 0.525 8.044 -1.654
O -1.482 7.324 -1.960
H -1.976 5.026 -1.039
H 1.964 6.645 -0.367
C 1.069 -4.068 -1.874
C 0.820 -4.639 -0.504
C 0.968 -5.965 -0.189
C 1.022 -6.378 1.131
C 0.919 -5.441 2.160
C 0.732 -4.096 1.900
C 0.828 -3.009 2.925
C 0.617 -3.725 0.544
N 0.429 -2.446 0.241
H 0.203 -3.618 -2.327
H 1.447 -4.828 -2.557
H 1.766 -3.241 -1.778
H 1.122 -6.639 -1.006
H 1.245 -7.397 1.397
H 0.995 -5.710 3.212
H 0.933 -3.382 3.951
H -0.035 -2.345 2.894
H 1.712 -2.405 2.723
C -5.550 1.882 0.127
C -4.315 1.696 -0.736
O -3.569 0.683 -0.141
P -2.063 0.225 -0.284
O -1.033 0.068 0.844
Te -1.147 -0.444 -2.532
O -2.685 -1.377 0.071
C -3.867 -1.898 -0.445
C -3.688 -3.405 -0.417
H -6.056 2.816 -0.092
H -5.235 1.873 1.157
H -6.273 1.099 -0.031
H -3.753 2.623 -0.704
H -4.581 1.417 -1.771
H -4.038 -1.555 -1.470
H -4.739 -1.606 0.160
H -2.783 -3.665 -0.968
H -4.547 -3.893 -0.886
H -3.587 -3.790 0.612
C 3.879 -1.352 -1.115
C 3.336 -0.051 -0.373
C 3.639 -0.029 1.178
C 3.769 1.267 -1.075
O 1.894 0.057 -0.455
H 4.971 -1.353 -1.101
H 3.484 -1.322 -2.138
H 3.457 -2.245 -0.642
H 4.713 0.224 1.367
H 3.431 -1.001 1.666
H 2.993 0.697 1.635
H 4.871 1.300 -1.189
H 3.496 2.099 -0.469
H 3.361 1.380 -2.044
*
```



Entry 10:
Entry from the Open Molecules 2025 dataset: one molecule with the formula C4H7NO at a distorted geometry (ωB97M-V/def2-TZVPD).

HOMO: -9.9 eV
SMILES string: CC(=O)[C@H]1CN1
E_tot: -7796.089 eV
Relative energy (zero: lowest compared OMol25 entry of this formula, charge and spin): 343.09 kJ/mol
Orbital gap: 10.71 eV

Geometry as ORCA input:
```
! wB97M-V def2-TZVPD RIJCOSX def2/J DEFGRID3
* xyz 0 1
C 1.783 -0.293 0.585
C 0.617 0.449 0.149
O 0.528 1.665 0.266
C -0.402 -0.382 -0.546
C -1.693 -0.176 0.151
N -1.447 0.381 -1.173
H 1.873 0.142 -0.615
H 1.875 -1.374 0.473
H 2.241 0.057 1.545
H -0.127 -1.348 -0.981
H -1.655 0.487 1.014
H -2.435 -0.966 0.199
H -1.159 1.357 -1.067
*
```



Entry 11:
Entry from the Open Molecules 2025 dataset: C4H5KO6 as an isolated structure at a distorted geometry (ωB97M-V/def2-TZVPD).

HOMO: -8.9 eV
E_tot: -32841.187 eV
Relative energy (zero: lowest compared OMol25 entry of this formula, charge and spin): 0.00 kJ/mol
Orbital gap: 8.29 eV

Geometry as ORCA input:
```
! wB97M-V def2-TZVPD RIJCOSX def2/J DEFGRID3
* xyz 0 1
H -0.500 -0.053 1.342
O -0.188 3.850 -0.713
C -1.343 3.922 -0.561
O -2.484 4.087 -0.658
O -1.354 -0.539 1.191
C -1.070 -1.566 0.264
O 1.279 -1.586 -0.526
C 1.626 -0.282 -0.425
C 0.326 -2.153 0.382
O 1.052 0.443 0.437
O 2.479 0.121 -1.241
K 2.192 2.621 -0.676
H -1.213 -1.213 -0.773
H -1.792 -2.378 0.433
H 0.696 -2.060 1.414
H 0.293 -3.215 0.109
*
```



Entry 12:
Entry from the Open Molecules 2025 dataset: one molecule with the formula C17H25NO at a distorted geometry (ωB97M-V/def2-TZVPD).

HOMO: -7.6 eV
SMILES string: CCCC[C@H]1CC[C@@H](C(=O)Nc2ccccc2)CC1
E_tot: -21559.660 eV
Relative energy (zero: lowest compared OMol25 entry of this formula, charge and spin): 1331.88 kJ/mol
Orbital gap: 8.25 eV

Geometry as ORCA input:
```
! wB97M-V def2-TZVPD RIJCOSX def2/J DEFGRID3
* xyz 0 1
C 4.492 2.456 2.822
C 3.022 1.996 2.821
C 2.376 1.675 1.496
C 0.980 1.579 1.516
C 0.527 0.498 2.389
C -0.957 0.447 2.319
C -1.719 -0.094 1.052
C -1.107 -1.388 0.575
C -1.842 -1.938 -0.496
O -2.345 -2.964 -0.612
N -1.363 -1.002 -1.867
C -2.022 -1.149 -3.002
C -2.633 -2.244 -3.538
C -3.137 -2.057 -4.792
C -2.686 -1.071 -5.839
C -1.934 -0.049 -5.246
C -1.614 -0.257 -3.950
C 0.494 -1.435 0.543
C 1.016 -0.728 1.898
H 4.879 2.751 4.027
H 4.763 3.401 2.320
H 5.217 1.733 2.316
H 2.493 2.884 3.624
H 2.887 1.283 3.474
H 2.522 2.855 0.991
H 2.958 0.934 1.146
H 0.813 1.499 0.395
H 0.608 2.355 1.960
H 0.689 0.416 3.522
H -1.518 1.183 2.825
H -1.360 -0.262 3.249
H -1.507 0.797 0.326
H -2.782 -0.220 1.264
H -1.269 -2.220 1.369
H -0.877 -0.483 -1.456
H -3.144 -2.821 -2.731
H -3.815 -3.031 -5.116
H -3.100 -1.127 -6.580
H -1.526 0.584 -5.906
H -1.015 0.771 -3.497
H 0.803 -0.685 -0.183
H 0.740 -2.337 0.234
H 2.191 -0.865 1.742
H 0.801 -1.672 2.597
*
```